[1]
A molecular structure, C20H37AsF6NNaO8S4 at a distorted geometry. Source: the Open Molecules 2025 dataset; level of theory: ωB97M-V/def2-TZVPD.

Properties
- Kohn-Sham gap: 8.2 eV
- Total charge: 0
- Multiplicity: 1
- Largest force on an atom: 3.79 eV/Å

Each line ends with the Mulliken charge.
Element x y z (Å)
Na (5.597, -6.935, -6.742)  0.60
As (3.037, -7.532, -3.833)  2.02
F (4.563, -7.762, -4.705)  -0.18
F (3.273, -5.781, -3.700)  -0.49
F (1.529, -7.221, -2.942)  -0.52
F (2.630, -9.323, -3.897)  -0.53
F (3.867, -7.765, -2.261)  -0.51
F (2.139, -7.227, -5.367)  -0.52
C (7.078, -4.659, -1.175)  -0.75
C (8.404, -5.083, -1.864)  -0.49
C (8.375, -4.345, -3.234)  -0.96
S (6.600, -4.614, -3.938)  1.15
O (6.618, -5.865, -4.674)  -0.36
O (6.040, -3.290, -4.396)  -0.83
C (5.960, -4.903, -2.219)  -0.47
H (7.063, -3.620, -0.849)  0.35
H (6.952, -5.259, -0.274)  0.36
H (8.451, -6.164, -1.992)  0.19
H (9.286, -4.870, -1.260)  0.41
H (9.129, -4.517, -4.002)  0.44
H (8.453, -3.270, -3.070)  0.42
H (5.720, -5.967, -2.220)  0.13
H (5.133, -4.213, -2.052)  0.37
C (8.414, -3.218, -9.958)  -0.68
C (9.093, -4.554, -10.171)  -0.44
C (9.680, -4.867, -8.742)  -0.99
S (8.374, -4.494, -7.524)  0.98
O (9.008, -3.759, -6.371)  -0.68
O (7.543, -5.681, -7.304)  -0.32
C (7.446, -3.343, -8.768)  -0.76
H (7.919, -2.822, -10.845)  0.35
H (9.183, -2.483, -9.722)  0.32
H (9.854, -4.419, -10.940)  0.36
H (8.478, -5.378, -10.532)  0.23
H (10.411, -4.089, -8.523)  0.40
H (10.086, -5.871, -8.620)  0.43
H (7.140, -2.486, -8.168)  0.51
H (6.521, -3.864, -9.016)  0.26
C (1.511, -2.230, -7.151)  -0.77
C (1.712, -2.227, -5.611)  -0.66
C (3.126, -2.738, -5.234)  -0.25
S (3.868, -3.317, -6.887)  0.96
O (4.358, -4.683, -6.789)  -0.03
O (4.673, -2.202, -7.445)  -0.78
C (2.267, -3.367, -7.815)  -0.75
H (2.030, -1.367, -7.568)  0.33
H (0.458, -2.229, -7.435)  0.42
H (0.859, -2.700, -5.126)  0.37
H (1.618, -1.167, -5.373)  0.23
H (3.055, -3.563, -4.525)  -0.05
H (3.640, -1.892, -4.777)  0.43
H (1.732, -4.298, -7.627)  0.33
H (2.352, -3.356, -8.902)  0.47
C (7.441, -11.063, -3.048)  -0.68
C (8.611, -11.424, -3.964)  -0.69
C (8.338, -11.028, -5.446)  -0.69
S (6.756, -10.125, -5.523)  1.07
O (5.749, -11.061, -6.032)  -0.68
O (6.975, -8.796, -6.102)  -0.51
C (6.603, -9.907, -3.644)  -0.38
H (7.747, -10.903, -2.014)  0.40
H (6.889, -12.001, -2.996)  0.35
H (8.750, -12.504, -3.911)  0.25
H (9.531, -10.923, -3.663)  0.32
H (8.257, -11.815, -6.196)  0.41
H (9.032, -10.259, -5.785)  0.31
H (5.563, -9.795, -3.338)  0.44
H (7.120, -8.958, -3.496)  -0.02
N (5.475, -9.451, -8.907)  0.13
C (4.231, -9.765, -8.363)  -0.73
C (3.452, -8.655, -8.550)  -0.14
C (4.134, -7.687, -9.259)  -0.41
C (5.446, -8.160, -9.317)  -0.88
H (6.233, -10.117, -8.960)  0.24
H (3.991, -10.754, -8.001)  0.42
H (2.391, -8.593, -8.358)  0.44
H (3.668, -6.804, -9.672)  0.45
H (6.335, -7.652, -9.662)  0.52


[2]
A molecular structure, C20H37ClGaN10O5P2 at a distorted geometry. Source: the Open Molecules 2025 dataset; level of theory: ωB97M-V/def2-TZVPD.

Properties
- Kohn-Sham gap: 5.8 eV
- Total charge: -1
- Multiplicity: 1
- Largest force on an atom: 10.68 eV/Å

Each line ends with the Mulliken charge.
Element x y z (Å)
C (2.365, -3.618, -2.671)  -0.47
O (0.890, -3.398, -2.621)  -0.22
C (0.513, -2.834, -1.288)  -0.27
Ga (-1.522, -2.531, -1.088)  -0.63
N (-1.882, -2.561, 0.858)  -0.45
P (-2.301, -0.467, -1.860)  0.29
O (-1.455, 0.725, -0.866)  -0.52
Cl (-1.721, -0.057, -3.862)  -0.36
P (-2.847, -4.212, -2.029)  0.80
O (-2.205, -4.961, -3.265)  -0.51
O (-4.375, -3.470, -2.535)  -0.56
O (-3.296, -5.298, -0.703)  -0.54
H (2.965, -2.777, -2.083)  0.17
H (2.788, -3.579, -3.785)  0.22
H (2.668, -4.687, -2.250)  0.12
H (1.092, -1.819, -1.124)  0.28
H (0.918, -3.567, -0.438)  0.14
H (-1.202, -1.847, 1.238)  0.16
H (-1.585, -3.499, 1.229)  0.28
H (-2.119, 1.498, -0.834)  0.44
H (-4.631, -2.898, -1.731)  0.32
H (-2.966, -6.236, -0.902)  0.28
C (2.186, -6.756, 0.178)  -0.74
C (0.990, -5.876, 0.502)  0.61
N (-0.002, -5.145, 0.770)  -0.56
H (2.132, -7.091, -0.861)  0.27
H (3.113, -6.195, 0.324)  0.17
H (2.193, -7.631, 0.834)  0.34
C (-1.264, 4.862, -2.883)  -0.64
C (-2.031, 3.827, -2.077)  0.50
N (-2.667, 2.967, -1.409)  -0.65
H (-0.944, 5.680, -2.231)  0.18
H (-0.382, 4.403, -3.337)  0.25
H (-1.902, 5.267, -3.674)  0.27
C (-2.227, -6.019, -6.272)  -0.52
C (-1.954, -7.277, -7.081)  0.30
N (-1.728, -8.320, -7.752)  -0.46
H (-3.303, -5.838, -6.217)  0.25
H (-1.832, -6.134, -5.259)  0.19
H (-1.745, -5.159, -6.747)  0.27
C (-0.874, -2.653, 4.677)  -0.76
C (-0.178, -1.822, 3.612)  0.46
N (0.400, -1.133, 2.728)  -0.52
H (-0.831, -3.712, 4.412)  0.25
H (-0.384, -2.507, 5.643)  0.33
H (-1.922, -2.350, 4.761)  0.25
C (6.536, -2.262, -1.454)  -0.75
C (5.769, -3.298, -0.648)  0.42
N (5.133, -4.157, 0.020)  -0.49
H (6.856, -1.445, -0.802)  0.27
H (7.418, -2.722, -1.908)  0.27
H (5.898, -1.858, -2.245)  0.28
C (-2.074, 4.990, 2.303)  -0.51
C (-1.378, 5.821, 1.237)  0.38
N (-0.800, 6.510, 0.353)  -0.53
H (-2.031, 3.931, 2.037)  0.27
H (-1.584, 5.136, 3.269)  0.00
H (-3.122, 5.293, 2.386)  0.36
C (1.705, 3.555, 3.486)  -0.63
C (1.028, 3.696, 4.840)  0.40
N (0.466, 3.812, 5.963)  -0.49
H (2.125, 2.551, 3.382)  0.28
H (0.978, 3.722, 2.687)  0.18
H (2.510, 4.289, 3.394)  0.27
C (2.573, 8.909, -0.550)  -0.68
C (2.846, 7.651, -1.359)  0.33
N (3.072, 6.608, -2.029)  -0.43
H (1.497, 9.090, -0.494)  0.26
H (2.968, 8.794, 0.463)  0.24
H (3.055, 9.769, -1.024)  0.28
C (-2.474, 6.321, 6.570)  -0.69
C (-3.212, 6.511, 5.255)  0.46
N (-3.825, 6.668, 4.164)  -0.53
H (-1.673, 7.061, 6.658)  0.25
H (-3.166, 6.444, 7.407)  0.30
H (-2.038, 5.319, 6.611)  0.24


[3]
3 unconnected molecules or ions with the total composition C20H37I2N4 at a distorted geometry. Source: the Open Molecules 2025 dataset; level of theory: ωB97M-V/def2-TZVPD.

Properties
- Kohn-Sham gap: 8.6 eV
- Total charge: +1
- Multiplicity: 1
- Largest force on an atom: 1.89 eV/Å

Each line ends with the Mulliken charge.
Element x y z (Å)
C (-7.359, 4.319, -1.861)  -1.46
C (-6.922, 2.886, -1.696)  0.62
I (-8.541, 1.491, -1.608)  0.05
C (-5.694, 2.470, -1.620)  -1.41
I (-4.188, 3.983, -1.824)  0.06
C (-5.303, 1.024, -1.435)  1.03
C (-5.694, 0.477, -0.031)  -0.38
C (-5.633, -1.056, -0.111)  -1.01
N (-4.587, -1.522, -1.083)  0.01
C (-3.389, -0.620, -1.140)  -0.09
C (-2.635, -0.765, 0.180)  -0.99
C (-1.397, 0.133, 0.305)  -1.09
C (-0.579, 0.321, -0.983)  -0.53
C (0.035, -1.009, -1.488)  -0.64
N (1.490, -1.041, -1.173)  -0.64
C (-3.761, 0.818, -1.540)  -1.75
H (-6.814, 4.987, -1.202)  0.46
H (-7.220, 4.610, -2.900)  0.36
H (-8.408, 4.388, -1.594)  0.39
H (-5.843, 0.397, -2.152)  0.41
H (-6.652, 0.838, 0.317)  0.54
H (-4.934, 0.795, 0.685)  0.19
H (-5.516, -1.518, 0.863)  0.40
H (-6.593, -1.395, -0.503)  0.43
H (-5.008, -1.692, -1.994)  0.46
H (-4.239, -2.417, -0.734)  0.42
H (-2.739, -1.038, -1.908)  0.59
H (-2.297, -1.806, 0.254)  0.55
H (-3.256, -0.600, 1.061)  0.27
H (-1.732, 1.123, 0.628)  0.33
H (-0.730, -0.213, 1.092)  0.54
H (0.219, 1.018, -0.741)  0.50
H (-1.144, 0.790, -1.792)  0.21
H (-0.146, -1.074, -2.559)  0.37
H (-0.422, -1.854, -0.963)  0.32
H (1.588, -1.678, -0.386)  0.21
H (1.918, -1.543, -1.945)  0.25
H (-3.441, 1.080, -2.541)  0.47
H (-3.343, 1.485, -0.795)  0.52
C (3.130, 0.923, 2.550)  -0.91
C (4.014, 0.112, 3.490)  -0.54
C (4.328, -1.287, 2.950)  0.08
C (3.082, -2.045, 2.767)  0.09
N (2.114, -2.628, 2.630)  -0.50
H (2.154, 0.453, 2.410)  0.12
H (2.957, 1.920, 2.957)  0.39
H (3.600, 1.036, 1.570)  0.28
H (3.521, 0.028, 4.462)  0.33
H (4.949, 0.646, 3.648)  0.35
H (4.972, -1.826, 3.645)  0.38
H (4.846, -1.220, 1.993)  -0.04
C (7.363, -1.251, -1.006)  -1.09
C (8.731, -1.011, -0.376)  -0.40
C (8.753, -1.301, 1.129)  -0.47
C (7.805, -0.430, 1.836)  0.23
N (7.065, 0.247, 2.379)  -0.39
H (6.606, -0.587, -0.584)  0.29
H (7.400, -1.062, -2.079)  0.33
H (7.037, -2.283, -0.855)  0.30
H (9.030, 0.023, -0.554)  0.30
H (9.468, -1.648, -0.867)  0.31
H (9.751, -1.130, 1.533)  0.30
H (8.485, -2.341, 1.322)  0.27


[4]
A molecular structure, C20H38AgN2O8 at a distorted geometry. Source: the Open Molecules 2025 dataset; level of theory: ωB97M-V/def2-TZVPD.

Properties
- Kohn-Sham gap: 1.6 eV
- Total charge: -3
- Multiplicity: 1
- Largest force on an atom: 12.01 eV/Å

Each line ends with the Mulliken charge.
Element x y z (Å)
Ag (-1.300, 1.748, 0.169)  0.02
C (-0.090, 3.872, -1.495)  0.68
O (0.901, 4.562, -1.350)  -0.69
O (-0.060, 2.672, -1.783)  -0.75
O (-0.742, 4.004, -0.491)  -0.68
C (1.843, 2.291, 1.830)  0.64
O (0.634, 2.437, 1.729)  -0.73
O (2.311, 2.261, 2.945)  -0.80
O (2.394, 2.944, 0.931)  -0.65
C (-5.482, 0.418, -0.804)  -3.42
C (-4.453, 1.003, 0.200)  5.98
C (-5.053, 1.150, 1.597)  -2.20
C (-5.072, -0.043, 2.516)  -1.00
C (-3.673, -0.602, 2.597)  -2.44
C (-2.960, -0.875, 1.218)  6.64
N (-3.265, 0.212, 0.245)  -0.70
O (-2.600, 0.071, -0.967)  0.03
C (-1.410, -1.018, 1.551)  -3.09
C (-3.602, -2.179, 0.703)  -3.97
C (-4.072, 2.374, -0.241)  -3.44
H (-5.661, -0.614, -0.502)  0.33
H (-5.081, 0.345, -1.815)  0.27
H (-6.439, 0.940, -0.791)  0.68
H (-4.715, 1.952, 2.252)  0.34
H (-6.123, 1.360, 1.575)  0.47
H (-5.722, -0.854, 2.189)  0.38
H (-5.360, 0.040, 3.564)  0.24
H (-3.687, -1.497, 3.218)  0.42
H (-3.055, 0.072, 3.190)  0.50
H (-1.091, 0.011, 1.718)  0.56
H (-1.095, -1.728, 2.316)  0.27
H (-1.023, -1.435, 0.621)  0.15
H (-3.528, -2.273, -0.380)  0.13
H (-3.048, -3.079, 0.968)  0.83
H (-4.606, -2.453, 1.025)  0.28
H (-3.314, 2.870, 0.366)  0.62
H (-5.031, 2.890, -0.262)  0.43
H (-3.534, 2.394, -1.189)  0.55
H (-2.982, -0.694, -1.402)  0.31
C (5.647, 1.126, -1.124)  -1.93
C (4.854, -0.240, -1.064)  1.81
C (4.909, -0.516, 0.490)  -1.14
C (4.017, -1.700, 0.936)  -1.08
C (2.589, -1.452, 0.478)  -1.24
C (2.439, -1.050, -1.023)  2.60
N (3.445, -0.037, -1.360)  0.18
O (3.227, 0.408, -2.708)  -0.45
C (2.473, -2.351, -1.842)  -2.37
C (1.072, -0.438, -1.217)  -1.70
C (5.647, -1.348, -1.908)  -1.83
H (5.073, 1.836, -0.528)  0.41
H (5.681, 1.510, -2.143)  0.39
H (6.695, 0.990, -0.857)  0.39
H (5.907, -0.855, 0.768)  0.46
H (4.657, 0.362, 1.085)  0.43
H (3.943, -1.878, 2.009)  0.38
H (4.261, -2.653, 0.467)  0.39
H (2.050, -0.714, 1.073)  0.36
H (2.100, -2.411, 0.653)  0.39
H (3.273, -3.056, -1.619)  0.33
H (1.511, -2.851, -1.725)  0.53
H (2.556, -2.117, -2.903)  0.35
H (0.832, 0.401, -0.563)  -0.16
H (0.878, -0.101, -2.235)  0.44
H (0.253, -1.155, -1.180)  0.47
H (5.515, -1.222, -2.983)  0.35
H (5.297, -2.346, -1.642)  0.26
H (6.735, -1.302, -1.857)  0.46
H (3.311, -0.387, -3.240)  0.35


Which of these has the highest Kohn-Sham gap? C20H37I2N4